[1]
Computed, not measured: a molecular structure, C18H29ClErI2NP2S at a distorted geometry, with the ωB97M-V functional and the def2-TZVPD basis.

Cartesian coordinates (Å):
I1 0.759 0.551 3.533
I2 -1.035 2.254 2.624
Er1 -0.888 -1.446 -0.793
P1 -1.820 -2.053 -3.193
C1 -0.528 -2.040 -4.497
C2 -2.395 -3.815 -3.144
H1 -2.718 -4.162 -4.137
H2 -3.583 -1.816 -4.912
H3 -3.253 -3.875 -2.449
H4 -4.110 -1.277 -3.292
H5 0.431 -2.306 -4.022
H6 -1.573 -4.460 -2.782
C3 -3.275 -1.272 -4.011
H7 -0.712 -2.746 -5.323
H8 -3.032 -0.231 -4.283
H9 -0.427 -1.023 -4.906
P2 -2.635 0.399 4.039
C4 -2.077 1.091 5.636
C5 -4.316 1.049 3.879
H10 -3.870 -1.565 3.563
H11 -3.887 -1.240 5.311
H12 -2.440 -1.996 4.531
C6 -3.247 -1.268 4.420
H13 -4.788 0.375 3.152
H14 -4.803 0.961 4.850
H15 -2.796 1.055 6.463
H16 -1.801 2.127 5.472
H17 -4.300 2.068 3.486
H18 -1.214 0.482 5.904
Cl1 -3.240 -1.229 -0.282
N1 0.451 0.085 -1.474
S1 1.360 0.492 -0.164
C7 2.867 -0.493 -0.239
C8 3.736 -0.302 0.840
C9 4.913 -1.037 0.932
C10 5.234 -1.966 -0.068
C11 4.325 -2.201 -1.113
C12 3.106 -1.503 -1.178
C13 1.896 2.191 -0.598
C14 2.408 2.574 -1.856
C15 2.749 3.924 -2.064
C16 2.472 4.900 -1.106
C17 1.967 4.519 0.139
C18 1.793 3.168 0.402
H19 0.551 0.711 -2.272
H20 3.408 0.402 1.608
H21 5.555 -0.887 1.789
H22 6.175 -2.523 0.002
H23 4.555 -2.944 -1.874
H24 2.358 -1.740 -1.932
H25 2.583 1.850 -2.642
H26 3.222 4.184 -3.002
H27 2.665 5.949 -1.303
H28 1.698 5.230 0.928
H29 1.527 2.823 1.409

Atomic forces in eV per Å
0.45 -0.34 0.08
0.79 1.87 -1.33
-0.66 0.09 1.28
-1.11 -1.12 -2.65
0.46 0.05 0.21
0.23 0.08 0.61
0.20 0.25 0.27
0.33 -0.05 0.22
0.43 -0.07 -0.29
0.27 0.10 -0.29
-0.20 0.05 -0.34
-0.45 0.09 -0.17
0.06 0.61 0.64
-0.13 0.27 0.38
-0.20 -0.40 0.14
-0.04 -0.32 0.13
-1.15 -1.70 0.64
-0.20 -0.51 0.18
0.18 0.25 -0.65
0.22 -0.04 0.24
0.15 -0.31 -0.10
-0.12 0.00 0.16
-0.10 -0.51 0.41
-0.18 0.45 0.19
-0.23 0.27 -0.14
-0.04 -0.12 -0.31
0.25 0.14 0.17
-0.35 0.03 0.20
0.17 0.31 0.29
0.44 0.09 0.06
-0.29 -0.15 -0.08
1.18 1.31 -1.11
0.29 -0.63 0.17
-0.46 0.18 -0.06
-0.27 -0.04 -0.33
-0.38 0.17 -0.05
-0.09 0.13 0.37
0.24 0.30 0.23
0.52 1.06 0.18
-0.07 0.04 0.53
-0.34 -0.81 0.13
-0.16 -0.21 0.40
0.17 -0.15 -0.11
-0.64 -1.11 0.61
0.25 -0.13 0.18
0.50 -0.10 -0.06
0.08 -0.04 -0.09
-0.46 0.21 -0.15
-0.07 0.11 0.17
0.30 0.17 -0.14
0.04 -0.01 -0.04
-0.12 0.09 -0.01
0.02 -0.13 -0.10
0.39 -0.18 -0.43
-0.08 0.42 -0.44

Properties
gap between HOMO and LUMO (spin up / spin down)	4.22 / 4.29	eV
multiplicity	4
E_LUMO (spin up / spin down)	-7.430 / -7.353	eV
net charge	+2



[2]
Computed, not measured: 3 unconnected molecules or ions with the total composition C18H29F8N2O4S2 at a distorted geometry, with the ωB97M-V functional and the def2-TZVPD basis.

Cartesian coordinates (Å):
C1 3.426 -1.251 1.815
C2 4.257 -1.317 0.481
O1 5.275 -2.317 0.524
C3 3.281 -1.442 -0.804
C4 2.971 0.017 -1.281
C5 3.685 0.652 -2.450
C6 3.291 2.041 -2.706
N1 2.365 2.721 -2.038
N2 1.791 2.101 -1.056
C7 0.752 2.900 -0.320
C8 -0.563 2.019 -0.275
O2 -1.705 2.868 -0.191
C9 -2.768 2.212 0.488
C10 -4.169 2.508 -0.166
F1 -5.074 3.043 0.706
F2 -3.952 3.456 -1.152
C11 -4.821 1.282 -0.891
F3 -5.869 1.756 -1.643
F4 -3.904 0.741 -1.764
C12 -5.442 0.204 0.074
F5 -6.747 0.486 0.351
F6 -4.784 0.122 1.277
C13 -5.379 -1.206 -0.618
F7 -4.135 -1.780 -0.477
F8 -6.279 -2.035 0.020
C14 1.996 0.857 -0.595
H1 2.742 -2.127 1.883
H2 2.801 -0.327 1.817
H3 4.138 -1.208 2.675
H4 4.769 -0.323 0.394
H5 5.133 -2.897 1.290
H6 2.326 -1.935 -0.503
H7 3.792 -2.017 -1.613
H8 4.450 0.135 -3.059
H9 3.820 2.550 -3.536
H10 1.104 3.213 0.684
H11 0.484 3.782 -0.952
H12 -0.652 1.376 -1.187
H13 -0.502 1.396 0.654
H14 -2.615 1.107 0.439
H15 -2.837 2.473 1.575
H16 -5.692 -1.190 -1.691
H17 1.476 0.425 0.278
C15 7.375 -3.716 -3.081
S1 7.331 -2.009 -2.514
O3 5.905 -1.579 -2.502
C16 8.132 -1.310 -3.967
H18 6.890 -4.339 -2.331
H19 6.844 -3.806 -4.029
H20 8.412 -4.031 -3.198
H21 7.558 -1.552 -4.862
H22 9.144 -1.708 -4.049
H23 8.179 -0.228 -3.847
C17 -6.430 0.331 3.555
S2 -6.938 0.878 5.194
O4 -5.706 1.282 5.926
C18 -7.413 -0.752 5.797
H24 -6.055 1.193 3.008
H25 -5.641 -0.417 3.642
H26 -7.288 -0.087 3.027
H27 -6.562 -1.432 5.739
H28 -8.241 -1.133 5.198
H29 -7.731 -0.655 6.834

Atomic forces in eV per Å
0.34 -0.05 -0.74
-0.45 0.66 0.31
-0.84 0.19 0.03
0.29 0.97 0.44
0.83 1.00 -1.85
-2.83 0.91 2.93
1.28 -2.23 -0.36
1.09 -0.58 -0.83
-1.42 0.04 2.35
-1.66 0.06 -1.04
0.35 0.21 0.74
0.25 -0.46 0.45
-0.77 -0.89 0.52
0.94 1.12 -0.97
0.71 -0.72 -0.41
-0.47 -0.83 0.77
-0.89 1.08 -0.13
1.00 -0.54 0.50
-0.70 0.22 1.02
-0.10 -1.14 0.00
1.27 0.01 -0.45
-0.03 0.36 -1.15
-0.76 -1.14 0.08
-0.97 0.88 -0.14
0.81 0.74 -0.27
2.62 -1.78 -2.01
0.53 0.50 0.14
0.49 -0.65 0.16
-0.72 -0.05 -0.59
-0.15 -0.88 -0.09
-0.05 0.26 -0.34
0.70 0.28 -0.28
-0.37 0.61 0.70
-0.53 0.19 0.64
-0.71 -0.04 0.70
-0.09 -0.30 -0.72
0.65 -0.64 0.58
0.25 0.37 0.64
-0.15 0.17 -0.82
-0.16 0.70 0.06
0.16 0.08 -0.85
0.53 0.21 0.76
0.04 0.86 -0.66
-0.16 -0.06 -0.07
0.72 -0.30 0.27
-0.44 0.30 -0.42
-0.22 0.10 -0.16
0.02 0.11 0.04
0.00 0.07 0.02
0.00 0.07 0.05
-0.01 -0.03 0.04
-0.03 -0.01 0.09
0.00 -0.05 0.08
-0.03 -0.07 0.10
-0.02 0.03 0.06
-0.05 -0.14 -0.15
0.03 -0.13 0.01
-0.09 0.06 0.16
-0.02 0.02 0.10
-0.01 0.03 0.02
0.03 0.08 -0.01
0.00 0.06 0.00
0.03 0.10 -0.05

Properties
gap between HOMO and LUMO	5.79	eV
multiplicity	1
E_LUMO	-4.440	eV
net charge	+1



[3]
Computed, not measured: 5 unconnected molecules or ions with the total composition C18H29F9N2O8 at a distorted geometry, with the ωB97M-V functional and the def2-TZVPD basis.

Cartesian coordinates (Å):
C1 0.767 0.269 -0.472
C2 0.443 1.642 -1.052
O1 -0.520 1.773 -1.882
N1 1.211 2.698 -0.666
C3 1.254 4.087 -1.133
H1 1.569 -0.244 -1.003
H2 -0.107 -0.349 -0.681
H3 1.039 0.358 0.580
H4 1.832 2.520 0.111
H5 0.183 4.257 -1.027
H6 1.531 3.983 -2.182
H7 1.828 4.816 -0.561
C4 -3.377 0.287 -3.565
C5 -3.204 0.983 -4.902
O2 -4.105 0.745 -5.682
N2 -2.095 1.693 -5.083
C6 -1.750 2.583 -6.141
H8 -3.513 -0.780 -3.738
H9 -4.355 0.570 -3.175
H10 -2.504 0.470 -2.938
H11 -1.507 1.842 -4.276
H12 -1.226 3.480 -5.811
H13 -2.556 2.899 -6.805
H14 -1.081 2.110 -6.860
C7 1.656 -3.244 -3.433
C8 1.642 -4.719 -2.980
O3 0.775 -4.909 -1.867
C9 0.686 -6.118 -1.184
O4 1.437 -7.094 -1.306
C10 -0.557 -6.152 -0.329
F1 -1.283 -7.233 -0.616
F2 -0.210 -6.201 0.991
F3 -1.415 -5.123 -0.423
H15 2.304 -3.276 -4.309
H16 2.064 -2.538 -2.710
H17 0.759 -2.821 -3.885
H18 2.637 -5.059 -2.693
H19 1.229 -5.352 -3.765
C11 1.706 -2.115 2.813
C12 2.815 -1.556 3.645
O5 3.145 -0.216 3.346
C13 2.618 0.817 4.057
O6 1.687 0.687 4.790
C14 3.333 2.147 3.722
F4 4.639 1.885 3.426
F5 2.639 2.793 2.861
F6 3.249 3.019 4.842
H20 0.757 -1.607 2.989
H21 1.564 -3.155 3.105
H22 1.985 -1.998 1.766
H23 3.726 -2.131 3.475
H24 2.582 -1.606 4.708
C15 -1.910 4.091 3.989
C16 -1.592 2.745 4.784
O7 -2.255 1.678 4.054
C17 -1.790 1.298 2.828
O8 -0.725 1.685 2.348
C18 -2.668 0.298 2.056
F7 -3.356 0.847 1.085
F8 -1.818 -0.657 1.571
F9 -3.445 -0.283 3.029
H25 -2.684 4.004 3.226
H26 -0.911 4.202 3.566
H27 -2.126 4.944 4.632
H28 -2.107 2.756 5.744
H29 -0.536 2.574 4.993

Atomic forces in eV per Å
-0.20 0.46 -0.35
-2.24 1.00 -2.31
2.66 -0.15 1.87
1.86 -1.11 1.75
-2.30 -1.69 -0.81
0.31 0.42 -0.11
-0.08 0.10 0.58
-0.25 -0.27 0.04
-0.03 -0.38 -0.17
-0.01 1.41 -0.67
0.04 0.90 -0.02
0.16 -0.70 0.10
0.67 0.06 -0.05
-1.69 -1.92 0.99
0.07 0.94 -1.59
1.08 1.15 0.72
0.29 0.21 -1.96
0.38 -0.03 -0.21
0.34 0.46 0.37
-0.42 -0.06 0.60
-0.23 -0.38 0.25
-0.20 -0.10 0.42
-0.55 -0.09 0.59
0.33 -0.25 0.06
0.39 -0.67 -0.54
-0.12 0.31 -0.18
-1.20 -1.58 2.25
2.99 -0.38 -2.96
-2.21 3.01 0.47
-1.70 0.20 2.01
0.47 -0.25 -0.04
0.14 -0.22 -0.86
0.84 0.06 -0.47
0.51 0.20 0.09
-0.01 -0.24 0.08
-0.50 -0.43 0.61
0.06 0.04 -0.23
0.35 -0.01 -0.22
-0.31 0.30 -0.10
-0.13 -0.60 1.14
0.69 2.26 -0.30
-0.15 -2.35 -0.49
0.07 0.73 0.30
0.62 -0.08 3.82
-1.68 1.19 -0.07
-0.12 0.68 -2.68
0.98 -1.85 -1.25
0.04 0.13 -0.02
0.07 -0.09 -0.34
-0.23 -0.35 -0.10
0.07 0.17 -0.03
-0.07 -0.10 0.06
1.93 -1.14 0.90
-1.96 1.28 -0.48
0.30 -1.29 -1.59
2.72 2.38 0.75
-2.13 -0.75 0.81
1.11 -1.06 2.38
-0.26 -0.33 0.09
-1.20 0.74 0.06
-0.05 0.11 -1.78
0.15 -0.29 0.17
-0.40 0.94 -0.78
0.03 -0.22 0.12
-0.04 -0.25 -0.10
-0.03 -0.17 -0.59

Properties
gap between HOMO and LUMO	9.23	eV
multiplicity	1
E_LUMO	0.331	eV
SMILES string	CCOC(=O)C(F)(F)F.CCOC(=O)C(F)(F)F.CCOC(=O)C(F)(F)F.CNC(C)=O.CNC(C)=O



[4]
Computed, not measured: 2 unconnected molecules or ions with the total composition C18H29INO4 at a distorted geometry, with the ωB97M-V functional and the def2-TZVPD basis.

Cartesian coordinates (Å):
C1 -1.522 -0.251 3.224
C2 -0.593 0.425 2.117
O1 0.524 -0.129 1.895
O2 -0.907 1.554 1.318
C3 -2.073 2.282 1.795
C4 -3.465 1.657 1.313
C5 -3.609 1.521 -0.287
C6 -2.727 0.329 -0.917
C7 -3.477 -0.505 -2.074
C8 -2.962 -0.158 -3.562
C9 -1.633 -0.980 -3.961
C10 -1.181 -2.293 -3.298
C11 0.154 -3.011 -3.726
C12 0.991 -2.328 -4.838
C13 2.391 -2.953 -5.312
C14 0.427 -1.017 -5.473
I1 1.630 -0.143 -7.075
N1 -0.820 -0.410 -5.033
H1 -0.806 -0.694 4.015
H2 -2.120 -1.101 2.743
H3 -2.209 0.462 3.786
H4 -2.005 2.415 2.939
H5 -1.989 3.356 1.371
H6 -4.296 2.346 1.716
H7 -3.678 0.622 1.783
H8 -4.715 1.239 -0.476
H9 -3.452 2.528 -0.803
H10 -2.501 -0.399 -0.054
H11 -1.723 0.776 -1.236
H12 -4.595 -0.254 -2.014
H13 -3.381 -1.615 -1.814
H14 -2.625 0.950 -3.525
H15 -3.779 -0.204 -4.361
H16 -1.781 -2.796 -2.476
H17 0.456 -3.977 -3.207
H18 3.245 -2.201 -5.122
H19 2.317 -3.211 -6.426
H20 2.626 -3.900 -4.721
H21 -1.082 0.464 -5.531
O3 5.757 1.072 6.283
C15 5.135 0.844 5.270
O4 4.884 1.836 4.397
C16 4.249 1.654 3.123
C17 2.746 1.526 3.271
C18 4.578 -0.529 5.011
H22 4.697 0.814 2.585
H23 4.473 2.552 2.540
H24 2.467 0.665 3.881
H25 2.271 1.419 2.294
H26 2.337 2.407 3.771
H27 3.700 -0.679 5.643
H28 5.341 -1.266 5.266
H29 4.308 -0.711 3.973

Atomic forces in eV per Å
0.36 0.39 0.42
3.54 -1.75 -0.99
-4.37 2.13 0.54
-0.72 -1.71 2.30
-0.99 1.20 0.19
-0.05 0.08 0.00
-0.95 -0.52 0.25
0.11 0.19 0.69
-0.14 0.28 0.17
1.14 0.50 0.56
1.25 -1.73 -0.03
2.38 1.09 -2.56
-1.80 4.28 -1.83
-2.38 0.73 1.17
-0.69 0.53 0.21
-0.30 -2.32 2.09
-1.38 -0.50 1.44
1.88 -3.13 1.16
-1.09 0.64 -1.56
0.85 1.30 0.65
0.77 -0.97 -1.02
-0.29 -0.34 -1.80
-0.01 -1.85 0.48
1.27 -0.93 -0.68
0.54 1.61 -0.72
1.66 0.54 0.34
0.00 -1.37 0.69
-0.26 1.05 -1.33
-1.28 -0.88 0.23
1.62 -0.42 -0.23
-0.22 1.54 -0.68
-0.52 -1.67 -0.16
1.26 -0.38 1.06
0.75 1.06 -1.33
-0.33 1.51 -0.90
-1.42 -1.14 -0.43
0.24 0.41 1.62
-0.53 1.34 -0.79
-0.01 -0.89 0.74
-0.44 0.12 -0.91
0.27 -0.08 0.87
0.33 0.45 -0.07
-0.29 -0.09 0.10
-0.06 -0.01 0.10
0.16 -0.42 -0.50
-0.07 -0.04 0.11
0.17 -0.05 0.27
0.05 -0.02 -0.17
0.05 0.00 0.09
0.11 0.05 -0.10
0.12 -0.01 -0.02
-0.12 0.13 0.24
-0.15 0.06 0.05

Properties
gap between HOMO and LUMO	6.46	eV
multiplicity	1
E_LUMO	-4.763	eV
net charge	+1



What is the multiplicity in the second record?
1